Entry from OMol25: 10 unconnected molecules or ions with the total composition C5H32N3O9 in a non-equilibrium geometry (wB97M-V/def2-TZVPD).

## Properties
Charge: +1
ΔE to the lowest compared entry with this formula, charge and spin in kcal per mole: 43.7
HOMO in eV: -12.2
Lowest unoccupied orbital energy in eV: -2.66

Atoms and positions in Å:
C 3.074 0.791 1.990
C 1.986 0.921 0.954
C 0.588 0.856 1.557
C -0.501 0.906 0.489
N -3.001 -0.598 0.572
C -2.820 0.690 1.017
N -1.769 1.396 0.965
N 2.144 -0.222 -0.047
H 2.688 0.274 2.870
H 3.447 1.763 2.324
H 4.015 0.310 1.714
H 2.005 1.817 0.332
H 0.444 -0.060 2.113
H 0.469 1.736 2.184
H -0.575 -0.057 -0.048
H -0.213 1.564 -0.332
H -2.214 -0.972 0.070
H -3.921 -0.996 0.480
H -3.686 1.098 1.535
H 1.467 -0.085 -0.803
H 3.043 -0.346 -0.506
H 1.888 -1.113 0.396
H 0.418 0.359 -2.980
H 1.770 0.809 -3.587
O 1.396 0.433 -2.784
H -2.838 1.274 -1.251
H -3.596 2.518 -1.789
O -3.033 1.777 -2.050
H -2.495 -2.635 -2.164
H -0.966 -2.241 -1.934
O -1.844 -1.932 -2.167
H 0.195 -2.150 0.991
H 0.230 -3.259 -0.194
O 0.327 -2.331 0.043
H -0.109 3.240 -1.593
H 0.915 2.090 -2.076
O 0.750 3.054 -1.987
H 2.238 -2.143 -2.085
H 3.565 -2.161 -2.812
O 3.169 -1.942 -1.964
H -0.811 -1.455 2.715
H -0.235 -2.609 3.617
O -0.228 -2.233 2.736
H -1.575 1.197 -3.071
H -1.566 -0.399 -3.535
O -1.119 0.458 -3.519
H -0.465 -0.307 4.785
H -1.480 0.880 4.596
O -1.172 0.035 4.233

Mulliken atomic charge list, values in e, 8 entries: atom 1 (C): -1.468, atom 2 (C): 0.453, atom 3 (C): -0.827, atom 4 (C): 1.887, atom 5 (N): -0.203, atom 6 (C): -0.619, atom 7 (N): -0.517, atom 8 (N): 0.158